Entry 1:
Formula: C5H7FeO3
Source: the Open Molecules 2025 dataset
Level of theory: ωB97M-V/def2-TZVPD

HOMO-LUMO gap (spin up / spin down): 8.0 / 9.3 eV
spin multiplicity: 6
total charge: 0
HOMO level (spin up / spin down): -7.58 / -10.19 eV
<S²>: 8.756

Element x y z (Å)
O 0.1905 -0.1635 2.5020
C -0.7670 -0.6106 1.8323
O -1.9625 -0.0769 1.8652
Fe 0.1153 -2.3629 3.0345
O -0.6467 -1.7388 1.2261
C 0.6753 -0.9835 -1.3197
H 1.1848 -1.6039 -0.5700
H -0.3662 -1.1444 -1.6275
H 1.2884 -1.3791 -2.1423
C -0.7443 2.1500 -0.1507
C 0.0887 1.6493 -0.9122
C 0.9555 0.7238 -1.5860
H -1.0456 2.8914 0.5735
H -1.8730 0.8661 1.2320
H 0.9084 0.8832 -2.6726
H 1.9983 0.8999 -1.2847

Entry 2:
Formula: C5H7FeO3
Source: the Open Molecules 2025 dataset
Level of theory: ωB97M-V/def2-TZVPD

HOMO-LUMO gap (spin up / spin down): 7.4 / 4.3 eV
spin multiplicity: 6
total charge: +2
HOMO level (spin up / spin down): -18.89 / -18.40 eV
energy above the lowest of the compared OMol25 structures with the same formula, charge and spin: 2.382 eV
<S²>: 8.775

Element x y z (Å)
O 1.4326 -0.1664 -0.9773
C 1.7563 -0.7547 -2.0962
O 1.3522 -0.3151 -3.2186
Fe 1.6200 -2.1220 -3.8940
O 2.3086 -1.9021 -2.0739
C 2.6631 -6.5747 -0.8072
H 3.4562 -5.8316 -0.9594
H 1.9905 -6.1440 -0.0529
H 3.1987 -7.4567 -0.4332
C 1.8062 -7.0351 -2.0492
C 1.1747 -5.9454 -2.7862
C 0.9029 -4.9244 -3.3946
H 1.0236 -7.7277 -1.7060
H 2.4402 -7.6072 -2.7423
H 1.0442 -3.9463 -3.8272
H 0.5593 0.3359 -1.0726

Entry 3:
Formula: C5H7I
Source: the Open Molecules 2025 dataset
Level of theory: ωB97M-V/def2-TZVPD

HOMO-LUMO gap: 9.7 eV
total charge: 0
HOMO level: -9.13 eV
SMILES: C=C(C)C(=C)I
energy above the lowest of the compared OMol25 structures with the same formula, charge and spin: 0.469 eV

Element x y z (Å)
C 0.0436 -0.3381 -0.5564
C 2.6789 1.0261 0.6191
C 0.0795 0.6794 0.2512
C 1.4654 0.8046 1.1108
C -1.0069 1.7071 0.4644
I 1.1872 0.2476 3.1520
H -0.9359 -0.4785 -0.9517
H 0.9297 -0.9606 -0.5531
H 3.6575 1.1894 1.0970
H 2.7877 1.3066 -0.4248
H -0.6455 2.6437 0.2769
H -1.8581 1.6218 -0.1295
H -1.4494 1.7420 1.4902

- Look up the total charge of the second one.
  +2

Copy entry 2 word for word.
Formula: C5H7FeO3
Source: the Open Molecules 2025 dataset
Level of theory: ωB97M-V/def2-TZVPD

HOMO-LUMO gap (spin up / spin down): 7.4 / 4.3 eV
spin multiplicity: 6
total charge: +2
HOMO level (spin up / spin down): -18.89 / -18.40 eV
energy above the lowest of the compared OMol25 structures with the same formula, charge and spin: 2.382 eV
<S²>: 8.775

Element x y z (Å)
O 1.4326 -0.1664 -0.9773
C 1.7563 -0.7547 -2.0962
O 1.3522 -0.3151 -3.2186
Fe 1.6200 -2.1220 -3.8940
O 2.3086 -1.9021 -2.0739
C 2.6631 -6.5747 -0.8072
H 3.4562 -5.8316 -0.9594
H 1.9905 -6.1440 -0.0529
H 3.1987 -7.4567 -0.4332
C 1.8062 -7.0351 -2.0492
C 1.1747 -5.9454 -2.7862
C 0.9029 -4.9244 -3.3946
H 1.0236 -7.7277 -1.7060
H 2.4402 -7.6072 -2.7423
H 1.0442 -3.9463 -3.8272
H 0.5593 0.3359 -1.0726